Below is a structure of composition C11H28Cl3GeN7O2PdSSi, with properties calculated with ωB97M-V with the def2-TZVPD basis set.

ORCA input file:
```
! RIJCOSX wB97M-V def2-TZVPD def2/J DEFGRID3
* xyz -1 2
Pd 1.117 -0.624 -0.305
Cl 3.654 -2.190 -3.606
Ge 2.146 -0.680 -2.761
Cl 2.234 0.826 -4.503
Cl 3.781 0.436 -1.441
N -4.477 -2.013 -3.801
C -3.770 -1.947 -2.524
C -2.258 -1.936 -2.725
O -1.854 -2.469 -3.890
O -1.498 -1.511 -1.909
H -5.449 -2.258 -3.675
H -2.658 -2.707 -4.385
H -4.448 -1.116 -4.271
H -3.995 -2.853 -1.956
H -4.019 -1.088 -1.895
C 2.002 2.991 1.015
Si 0.812 2.860 -0.449
C -0.508 4.207 -0.099
C 1.690 3.458 -1.990
C 0.015 1.211 -0.653
H 2.447 3.989 1.046
H 2.797 2.251 0.912
H 1.524 2.814 1.983
H -0.053 5.198 -0.018
H -1.077 4.038 0.821
H -1.230 4.236 -0.919
H 2.143 4.436 -1.810
H 0.978 3.557 -2.813
H 2.465 2.767 -2.313
H -0.330 1.117 -1.690
H -0.867 1.069 -0.014
N -1.405 1.826 2.392
C -1.371 0.991 3.447
N -2.309 1.209 4.425
N -0.546 -0.020 3.617
C 0.463 -0.034 2.745
N 1.337 -0.035 1.983
H -1.737 2.765 2.537
H -0.690 1.741 1.677
H -3.200 1.554 4.106
H -2.375 0.455 5.090
C 3.862 -2.423 1.057
N 2.665 -2.844 1.775
C 1.481 -3.001 1.119
S 1.372 -3.231 -0.534
N 0.392 -3.120 1.942
C -0.945 -2.984 1.388
H 4.731 -2.660 1.670
H 3.838 -1.355 0.824
H 3.924 -2.964 0.117
H 2.567 -2.405 2.680
H 0.500 -2.659 2.833
H -1.158 -3.816 0.718
H -1.056 -2.057 0.811
H -1.650 -3.001 2.219
*
```

The molecular weight comes out at 635.9 g/mol. The calculation puts the gap between HOMO and LUMO (spin up / spin down) at 5.026 / 5.971 eV. As for the energy above the lowest of the compared OMol25 structures with the same formula, charge and spin: 1.4725 eV.